[1]
{
  "formula": "C22H35NO2P2S2Tc",
  "method": "the ωB97M-V functional and the def2-TZVPD basis",
  "symbols": ["P", "P", "C", "C", "H", "H", "H", "H", "C", "H", "H", "H", "C", "H", "H", "H", "C", "H", "H", "H", "C", "H", "H", "H", "Tc", "C", "C", "C", "C", "C", "C", "C", "C", "C", "H", "H", "H", "H", "H", "H", "H", "H", "H", "H", "H", "H", "H", "H", "H", "O", "S", "O", "N", "C", "S", "C", "C", "C", "C", "C", "C", "H", "H", "H", "H"],
  "xyz": [[-1.19, 1.32, 1.28], [1.05, -1.60, -0.42], [-1.58, -0.72, -0.40], [-0.80, -2.03, -0.70], [-2.00, -0.20, -1.29], [-2.60, -0.95, -0.12], [-1.15, -2.83, -0.09], [-0.90, -2.43, -1.72], [1.62, -1.52, -2.13], [2.52, -2.10, -2.18], [1.86, -0.52, -2.47], [0.90, -1.95, -2.83], [1.15, -3.41, -0.17], [0.88, -3.90, -1.12], [0.44, -3.71, 0.62], [2.15, -3.70, 0.16], [-1.24, 3.07, 0.88], [-0.81, 3.56, 1.74], [-2.23, 3.46, 0.71], [-0.62, 3.34, 0.04], [-2.65, 0.69, 2.19], [-2.46, -0.37, 2.41], [-3.63, 0.75, 1.69], [-2.72, 1.21, 3.16], [-0.98, 1.02, -1.21], [-2.32, -0.63, -3.13], [-1.18, 0.16, -3.39], [-1.33, 1.43, -4.19], [-2.29, 2.37, -3.49], [-2.14, 2.31, -2.01], [-3.05, 1.64, -1.16], [-4.13, 0.69, -1.70], [-3.75, -0.17, -2.96], [0.03, 1.31, 2.69], [-2.21, -1.68, -2.77], [-0.22, -0.36, -3.46], [-1.73, 1.20, -5.17], [-0.32, 1.86, -4.28], [-2.06, 3.40, -3.78], [-3.32, 2.17, -3.77], [-1.59, 3.14, -1.58], [-3.17, 1.78, -0.07], [-5.02, 1.29, -1.99], [-4.50, 0.04, -0.87], [-4.38, -1.09, -2.86], [-4.05, 0.40, -3.86], [0.29, 0.24, 2.91], [-0.27, 1.85, 3.61], [0.89, 1.87, 2.22], [2.53, -3.40, 2.46], [2.31, -2.00, 2.72], [1.21, -1.60, 3.57], [2.22, -1.16, 1.19], [2.96, -0.01, 1.21], [2.45, 1.14, 0.09], [4.01, -0.06, 2.28], [5.25, 0.57, 2.56], [6.16, 0.13, 3.54], [5.83, -0.95, 4.36], [4.59, -1.57, 4.18], [3.75, -1.12, 3.17], [5.58, 1.43, 1.98], [7.14, 0.61, 3.72], [6.52, -1.31, 5.12], [4.29, -2.40, 4.82]],
  "e_lumo_ev": [-7.5, -8.0],
  "charge": 2,
  "spin_multiplicity": 4,
  "de_lowest_kj_mol": 529.0,
  "orbital_gap_ev": [5.30, 6.08],
  "homo_energy_ev": [-12.8476, -14.1188],
  "total_energy_ev": -71388.20760
}

---

[2]
{
  "formula": "C6H12N2O",
  "method": "the ωB97M-V functional and the def2-TZVPD basis",
  "symbols": ["C", "C", "C", "N", "C", "C", "C", "O", "N", "H", "H", "H", "H", "H", "H", "H", "H", "H", "H", "H", "H"],
  "xyz": [[-0.83, 0.36, -2.01], [0.22, 0.37, 1.75], [2.34, -1.24, 0.26], [-1.54, 1.67, -0.07], [-0.75, 0.59, -0.53], [0.09, -0.05, 0.31], [0.89, -1.21, -0.13], [-2.43, 1.37, 0.99], [0.45, -2.19, -0.80], [-2.08, 1.81, 1.78], [-2.11, 2.05, -0.82], [-0.54, -2.16, -1.02], [-1.77, -0.11, -2.27], [-0.78, 1.32, -2.53], [-0.01, -0.26, -2.35], [0.19, 1.46, 1.82], [1.16, 0.02, 2.17], [-0.59, -0.04, 2.35], [2.44, -1.61, 1.28], [2.86, -1.92, -0.40], [2.77, -0.24, 0.21]],
  "e_lumo_ev": 0.8,
  "spin_multiplicity": 1,
  "de_lowest_kj_mol": 248.6,
  "orbital_gap_ev": 9.19,
  "homo_energy_ev": -8.3629,
  "total_energy_ev": -11442.09416,
  "smiles": "[H]/N=C(C)\\C(C)=C(/C)NO"
}

---

[3]
{
  "formula": "C42H104O39S10",
  "method": "the ωB97M-V functional and the def2-TZVPD basis",
  "symbols": ["C", "C", "O", "C", "O", "O", "C", "H", "H", "H", "H", "H", "H", "H", "H", "C", "C", "O", "C", "O", "O", "C", "H", "H", "H", "H", "H", "H", "H", "H", "C", "C", "O", "C", "O", "O", "C", "H", "H", "H", "H", "H", "H", "H", "H", "O", "S", "O", "O", "C", "C", "C", "H", "H", "H", "H", "H", "H", "H", "H", "O", "S", "O", "O", "C", "C", "C", "H", "H", "H", "H", "H", "H", "H", "H", "O", "S", "O", "O", "C", "C", "C", "H", "H", "H", "H", "H", "H", "H", "H", "O", "S", "O", "O", "C", "C", "C", "H", "H", "H", "H", "H", "H", "H", "H", "O", "S", "O", "O", "C", "C", "C", "H", "H", "H", "H", "H", "H", "H", "H", "O", "S", "O", "O", "C", "C", "C", "H", "H", "H", "H", "H", "H", "H", "H", "O", "S", "O", "O", "C", "C", "C", "H", "H", "H", "H", "H", "H", "H", "H", "O", "S", "O", "O", "C", "C", "C", "H", "H", "H", "H", "H", "H", "H", "H", "O", "S", "O", "O", "C", "C", "C", "H", "H", "H", "H", "H", "H", "H", "H", "O", "S", "O", "O", "C", "C", "C", "H", "H", "H", "H", "H", "H", "H", "H"],
  "xyz": [[-2.69, 2.89, 3.59], [-3.21, 4.15, 2.90], [-2.27, 5.31, 3.05], [-1.32, 5.52, 2.15], [-1.15, 4.89, 1.11], [-0.58, 6.47, 2.65], [0.62, 6.68, 1.98], [-2.33, 3.20, 4.58], [-1.90, 2.41, 3.01], [-3.46, 2.13, 3.76], [-4.12, 4.51, 3.39], [-3.35, 3.96, 1.83], [0.50, 6.99, 0.92], [1.30, 5.82, 1.93], [1.17, 7.48, 2.47], [-3.94, -3.82, -1.55], [-5.38, -4.15, -1.65], [-5.85, -4.88, -0.51], [-5.60, -6.16, -0.37], [-4.96, -6.85, -1.13], [-6.18, -6.53, 0.77], [-6.05, -7.86, 1.24], [-3.65, -3.26, -2.44], [-3.39, -4.77, -1.58], [-3.65, -3.27, -0.66], [-5.45, -4.79, -2.53], [-6.10, -3.36, -1.80], [-6.45, -8.56, 0.50], [-6.64, -7.86, 2.16], [-5.00, -8.09, 1.47], [3.87, 5.88, 8.29], [4.53, 5.70, 6.90], [3.78, 4.65, 6.15], [2.79, 4.90, 5.39], [2.41, 6.03, 5.08], [2.24, 3.75, 5.05], [1.40, 3.71, 3.95], [2.87, 6.28, 8.14], [4.36, 6.59, 8.97], [3.78, 4.93, 8.82], [5.53, 5.30, 6.91], [4.44, 6.63, 6.33], [0.51, 4.31, 4.12], [1.18, 2.66, 3.82], [1.91, 4.03, 3.04], [0.71, -8.16, -3.13], [-0.32, -7.95, -2.16], [-0.47, -8.94, -1.17], [0.08, -6.64, -1.44], [-0.57, -6.35, -0.15], [-0.48, -4.79, 0.15], [-1.79, -7.58, -2.95], [-0.08, -6.96, 0.62], [-1.61, -6.67, -0.16], [0.55, -4.46, 0.24], [-1.02, -4.56, 1.07], [-0.97, -4.26, -0.67], [-1.58, -6.90, -3.78], [-2.44, -7.05, -2.25], [-2.23, -8.54, -3.23], [0.12, -2.79, -5.14], [0.09, -4.00, -4.39], [-1.01, -4.19, -3.49], [0.00, -5.16, -5.38], [0.62, -5.03, -6.73], [-0.44, -4.82, -7.80], [1.51, -4.27, -3.57], [1.15, -5.98, -6.81], [1.35, -4.21, -6.67], [0.04, -4.72, -8.79], [-0.99, -3.92, -7.54], [-1.08, -5.71, -7.87], [2.33, -4.21, -4.30], [1.40, -5.26, -3.12], [1.75, -3.56, -2.78], [-0.62, -1.63, 6.03], [-0.81, -0.77, 4.92], [-1.69, 0.33, 5.06], [0.49, -0.18, 4.45], [1.74, -1.04, 4.43], [2.93, -0.16, 4.15], [-1.34, -1.65, 3.56], [1.59, -1.75, 3.61], [1.76, -1.54, 5.39], [3.82, -0.79, 4.05], [3.17, 0.56, 4.94], [2.72, 0.37, 3.22], [-2.35, -2.06, 3.66], [-0.61, -2.46, 3.54], [-1.32, -1.04, 2.65], [2.15, 8.51, -3.06], [1.61, 7.63, -2.08], [0.77, 8.19, -1.08], [0.86, 6.55, -2.87], [-0.16, 5.69, -2.16], [-0.59, 4.54, -3.08], [2.88, 6.77, -1.36], [-0.97, 6.34, -1.85], [0.32, 5.31, -1.26], [0.27, 3.89, -3.29], [-0.98, 4.96, -3.99], [-1.33, 3.88, -2.63], [3.42, 7.41, -0.67], [3.57, 6.68, -2.20], [2.62, 5.83, -0.85], [-9.05, -1.97, 3.16], [-7.96, -2.65, 2.55], [-8.10, -3.09, 1.20], [-6.77, -1.67, 2.66], [-5.56, -1.99, 1.87], [-5.31, -0.93, 0.83], [-7.41, -3.90, 3.54], [-5.62, -2.96, 1.35], [-4.68, -2.01, 2.54], [-6.22, -0.68, 0.29], [-4.53, -1.26, 0.14], [-4.99, 0.01, 1.29], [-6.53, -4.40, 3.14], [-8.23, -4.62, 3.58], [-7.22, -3.52, 4.54], [5.73, 4.91, 0.04], [4.88, 4.30, 1.00], [3.49, 4.37, 0.72], [5.18, 2.80, 1.03], [6.48, 2.29, 1.47], [6.55, 0.77, 1.39], [5.20, 4.90, 2.54], [6.74, 2.63, 2.47], [7.23, 2.71, 0.80], [7.52, 0.43, 1.77], [6.51, 0.42, 0.35], [5.85, 0.28, 2.07], [4.52, 5.76, 2.60], [6.24, 5.19, 2.70], [4.85, 4.11, 3.21], [2.23, -0.98, -2.64], [2.30, 0.13, -3.55], [1.13, 0.91, -3.69], [3.40, 0.98, -2.97], [3.69, 2.35, -3.62], [3.95, 3.40, -2.58], [2.82, -0.35, -5.07], [2.86, 2.60, -4.29], [4.60, 2.15, -4.19], [4.36, 4.30, -3.05], [4.69, 3.06, -1.86], [3.08, 3.63, -1.96], [3.77, -0.85, -4.89], [2.88, 0.47, -5.78], [2.10, -1.07, -5.45], [6.90, -3.55, -1.95], [5.71, -2.80, -1.85], [4.63, -3.16, -2.71], [5.29, -2.88, -0.39], [3.97, -2.19, -0.02], [3.75, -2.35, 1.46], [6.12, -1.18, -2.10], [3.17, -2.66, -0.59], [4.05, -1.15, -0.35], [4.69, -2.21, 2.01], [3.48, -3.37, 1.72], [2.95, -1.67, 1.72], [6.46, -1.05, -3.12], [6.95, -0.99, -1.41], [5.23, -0.57, -1.95], [-4.09, -0.43, -3.66], [-5.22, 0.05, -2.95], [-6.11, -0.92, -2.44], [-4.72, 0.80, -1.71], [-3.92, 2.09, -1.95], [-3.41, 2.59, -0.65], [-6.10, 1.22, -3.82], [-4.56, 2.76, -2.52], [-3.06, 1.75, -2.54], [-2.79, 3.48, -0.80], [-2.71, 1.87, -0.22], [-4.14, 2.80, 0.14], [-6.71, 1.77, -3.09], [-6.75, 0.70, -4.55], [-5.37, 1.84, -4.35], [0.32, -1.84, 0.13], [-0.91, -1.17, -0.18], [-2.07, -1.69, 0.46], [-0.78, 0.26, 0.36], [0.58, 0.92, 0.47], [0.57, 2.27, -0.23], [-1.20, -0.99, -1.82], [1.33, 0.22, 0.10], [0.72, 1.10, 1.54], [0.45, 2.27, -1.32], [1.52, 2.71, 0.10], [-0.25, 2.87, 0.20], [-1.82, -0.09, -1.89], [-1.69, -1.85, -2.26], [-0.20, -0.84, -2.25]],
  "e_lumo_ev": -0.3,
  "spin_multiplicity": 1,
  "orbital_gap_ev": 10.10,
  "homo_energy_ev": -10.4370,
  "total_energy_ev": -233440.57973
}

---

[4]
{
  "formula": "C41H34N3O2PtSb",
  "method": "the ωB97M-V functional and the def2-TZVPD basis",
  "symbols": ["Pt", "C", "O", "C", "N", "C", "C", "C", "C", "C", "C", "C", "C", "C", "C", "C", "C", "N", "C", "N", "C", "C", "O", "C", "C", "C", "C", "C", "C", "H", "H", "H", "H", "H", "H", "H", "H", "H", "H", "H", "H", "H", "H", "H", "H", "H", "H", "H", "C", "C", "C", "C", "C", "C", "Sb", "C", "C", "C", "C", "C", "C", "C", "C", "C", "C", "C", "C", "H", "H", "H", "H", "H", "H", "H", "H", "H", "H", "H", "H", "H", "H", "H"],
  "xyz": [[-0.44, -0.46, 0.21], [-2.35, 0.76, 4.25], [-1.46, 1.79, 3.72], [-1.08, 1.40, 2.55], [-1.54, 0.28, 2.09], [-2.35, -0.34, 3.16], [-1.85, -1.68, 3.68], [-0.71, -2.33, 3.21], [-0.29, -3.53, 3.77], [-1.03, -4.12, 4.79], [-2.16, -3.47, 5.28], [-2.57, -2.27, 4.72], [-0.13, 2.20, 1.77], [0.25, 3.51, 2.06], [1.19, 4.12, 1.23], [1.71, 3.42, 0.15], [1.27, 2.11, -0.06], [0.38, 1.53, 0.74], [1.76, 1.22, -1.11], [1.28, 0.03, -1.26], [2.08, -0.63, -2.32], [2.98, 0.53, -2.84], [2.70, 1.61, -1.93], [2.91, -1.83, -1.91], [3.78, -2.37, -2.90], [4.63, -3.39, -2.59], [4.58, -3.97, -1.30], [3.73, -3.43, -0.30], [2.89, -2.40, -0.61], [-3.33, 1.21, 4.41], [-1.95, 0.42, 5.20], [-3.37, -0.49, 2.77], [-0.13, -1.90, 2.40], [0.60, -4.02, 3.41], [-0.73, -5.07, 5.19], [-2.71, -3.90, 6.10], [-3.45, -1.78, 5.12], [-0.18, 4.02, 2.91], [1.51, 5.13, 1.44], [2.44, 3.86, -0.51], [1.40, -0.97, -3.11], [2.73, 0.86, -3.85], [4.04, 0.32, -2.79], [3.79, -1.96, -3.90], [5.33, -3.77, -3.33], [5.16, -4.86, -1.09], [3.74, -3.85, 0.70], [2.24, -1.99, 0.15], [-8.14, 0.11, -0.39], [-7.50, 1.35, -0.38], [-6.12, 1.41, -0.51], [-5.42, 0.22, -0.67], [-6.03, -1.03, -0.68], [-7.42, -1.07, -0.54], [-3.27, 0.35, -0.92], [-3.01, 0.46, -3.08], [-3.80, -0.36, -3.86], [-3.64, -0.29, -5.25], [-2.74, 0.61, -5.80], [-1.96, 1.43, -4.99], [-2.10, 1.37, -3.61], [-2.55, -1.65, -0.45], [-3.12, -2.47, 0.52], [-2.59, -3.74, 0.77], [-1.45, -4.17, 0.11], [-0.84, -3.34, -0.83], [-1.36, -2.06, -1.12], [-9.21, 0.07, -0.29], [-8.06, 2.26, -0.26], [-5.62, 2.37, -0.50], [-5.48, -1.95, -0.84], [-7.92, -2.03, -0.57], [-4.53, -1.04, -3.45], [-4.24, -0.93, -5.88], [-2.67, 0.70, -6.87], [-1.26, 2.14, -5.42], [-1.52, 2.03, -2.98], [-4.01, -2.16, 1.06], [-3.07, -4.40, 1.49], [-1.04, -5.15, 0.31], [0.02, -3.70, -1.39], [-1.07, -1.58, -2.04]],
  "e_lumo_ev": [-11.2, -14.6],
  "charge": 4,
  "spin_multiplicity": 5,
  "orbital_gap_ev": [7.06, 3.66],
  "homo_energy_ev": [-18.2997, -18.2401],
  "total_energy_ev": -61374.23768
}